ORCA calculation (ωB97M-V with the def2-TZVPD basis set) on a cluster of 3 separate species, C3H8N2O2 in total.

Last columns: bonded neighbours and bond lengths (Å).
Positions of all 15 atoms, in Å:
1 C -1.515 0.947 -0.264  C2 1.368, N5 1.367, H6 1.075
2 C -0.722 1.029 0.847  C1 1.368, N3 1.355, H7 1.069
3 N -0.469 -0.249 1.218  C2 1.355, C4 1.353, H8 1.008
4 C -1.070 -1.064 0.320  N3 1.353, N5 1.321, H9 1.076
5 N -1.751 -0.365 -0.570  C1 1.367, C4 1.321
6 H -1.920 1.733 -0.875  C1 1.075
7 H -0.379 1.926 1.317  C2 1.069
8 H 0.078 -0.503 2.026  N3 1.008
9 H -1.147 -2.130 0.441  C4 1.076
10 H 2.065 -1.299 -0.304  O12 0.977
11 H 2.950 -0.415 0.621  O12 0.957
12 O 2.414 -1.208 0.603  H10 0.977, H11 0.957
13 H 1.255 0.127 -2.073  O15 0.963
14 H 0.731 1.381 -1.445  O15 0.982
15 O 1.564 0.996 -1.795  H13 0.963, H14 0.982

SMILES: c1c[nH]cn1.O.O
Energy above the lowest of the compared OMol25 structures with the same formula, charge and spin: 25.4 kcal per mole
Total charge: 0

ORCA calculation (ωB97M-V with the def2-TZVPD basis set) on a cluster of 2 separate species, C3H8N2O2 in total.

Last columns: bonded neighbours and bond lengths (Å).
Positions of all 15 atoms, in Å:
1 C 0.064 0.459 1.731  N2 1.465, H5 1.092, H6 1.091, H7 1.090
2 N 0.129 1.128 0.429  C1 1.465, H3 1.015, H4 1.022
3 H 0.914 1.769 0.382  N2 1.015
4 H -0.760 1.574 0.193  N2 1.022
5 H -0.032 1.170 2.555  C1 1.092
6 H 0.965 -0.144 1.846  C1 1.091
7 H -0.802 -0.204 1.731  C1 1.090
8 N -1.353 -0.449 -1.116  C9 1.665, O11 1.206, O12 1.232
9 C 0.291 -0.190 -1.060  N8 1.665, C10 1.338, H13 1.081
10 C 1.104 -1.239 -0.885  C9 1.338, H14 1.078, H15 1.080
11 O -1.741 -1.582 -1.256  N8 1.206
12 O -2.093 0.532 -1.020  N8 1.232
13 H 0.486 0.574 -1.799  C9 1.081
14 H 1.998 -1.328 -1.480  C10 1.078
15 H 0.828 -2.068 -0.251  C10 1.080

SMILES: C=C[N+](=O)[O-].CN
Energy above the lowest of the compared OMol25 structures with the same formula, charge and spin: 143.4 kcal per mole
Total charge: 0

ORCA calculation (ωB97M-V with the def2-TZVPD basis set) on a cluster of 3 separate species, C3H8N2O2 in total.

Last columns: bonded neighbours and bond lengths (Å).
Positions of all 15 atoms, in Å:
1 C 2.162 -0.487 -0.328  C2 1.384, N5 1.372, H6 1.076
2 C 1.332 -0.166 -1.388  C1 1.384, N3 1.394, H7 1.077
3 N 0.615 0.991 -1.087  C2 1.394, C4 1.305
4 C 1.106 1.433 0.039  N3 1.305, N5 1.372, H8 1.088
5 N 1.839 0.438 0.634  C1 1.372, C4 1.372, H9 1.003
6 H 3.018 -1.138 -0.300  C1 1.076
7 H 1.577 -0.364 -2.417  C2 1.077
8 H 1.270 2.436 0.428  C4 1.088
9 H 2.137 0.479 1.591  N5 1.003
10 H -1.476 0.229 -0.772  O12 0.955
11 H -1.047 0.172 0.608  O12 0.958
12 O -1.860 0.224 0.102  H10 0.955, H11 0.958
13 H -3.631 -1.951 0.426  O15 0.969
14 H -3.218 -0.775 1.191  O15 0.965
15 O -3.825 -1.522 1.273  H13 0.969, H14 0.965

SMILES: c1c[nH]cn1.O.O
Energy above the lowest of the compared OMol25 structures with the same formula, charge and spin: 49.8 kcal per mole
Total charge: 0

ORCA calculation (ωB97M-V with the def2-TZVPD basis set) on the molecule C3H8N2O2.

Last columns: bonded neighbours and bond lengths (Å).
Positions of all 15 atoms, in Å:
1 N 1.527 0.351 0.208  C2 1.538, H8 1.012, H9 1.019
2 C 0.160 -0.077 -0.352  N1 1.538, C3 1.510, C5 1.647, H10 1.134
3 C -0.118 -1.561 -0.335  C2 1.510, O4 1.456, H11 1.134, H12 1.083
4 O 1.051 -2.293 -0.799  C3 1.456, H13 1.022
5 C -0.996 0.682 0.544  C2 1.647, N6 1.343, O7 1.244
6 N -1.007 2.018 0.406  C5 1.343, H14 1.083, H15 0.977
7 O -1.864 0.057 1.178  C5 1.244
8 H 2.060 -0.383 0.658  N1 1.012
9 H 1.510 1.249 0.688  N1 1.019
10 H 0.188 0.174 -1.457  C2 1.134
11 H -0.985 -1.876 -0.995  C3 1.134
12 H -0.325 -1.752 0.711  C3 1.083
13 H 1.309 -1.596 -1.499  O4 1.022
14 H -2.047 2.277 0.249  N6 1.083
15 H -0.464 2.730 0.795  N6 0.977

SMILES: NC(=O)[C@@H](N)CO
Energy above the lowest of the compared OMol25 structures with the same formula, charge and spin: 61.5 kcal per mole
Total charge: 0

ORCA calculation (ωB97M-V with the def2-TZVPD basis set) on the molecule C3H8N2O2.

Last columns: bonded neighbours and bond lengths (Å).
Positions of all 15 atoms, in Å:
1 C -1.547 -0.886 0.572  H4 1.033, H5 1.095, H6 1.074, O14 1.530
2 C 0.543 0.745 -0.221  C3 1.493, N12 1.344, N13 1.306
3 C 1.144 -0.430 -0.918  C2 1.493, H9 1.094, H10 1.179, O15 1.389
4 H -0.544 -1.001 0.792  C1 1.033
5 H -2.012 -1.837 0.292  C1 1.095
6 H -2.110 -0.450 1.377  C1 1.074
7 H -1.183 1.923 -0.118  N12 1.014
8 H 0.730 2.219 0.914  N13 0.982
9 H 0.340 -0.971 -1.425  C3 1.094
10 H 2.044 -0.036 -1.571  C3 1.179
11 H 2.016 -0.707 0.775  O15 0.956
12 N -0.697 1.146 -0.551  C2 1.344, H7 1.014, O14 1.409
13 N 1.264 1.456 0.603  C2 1.306, H8 0.982
14 O -1.618 0.081 -0.611  C1 1.530, N12 1.409
15 O 1.629 -1.252 0.091  C3 1.389, H11 0.956

SMILES: [H]/N=C(/CO)NOC
Energy above the lowest of the compared OMol25 structures with the same formula, charge and spin: 98.1 kcal per mole
Total charge: 0

ORCA calculation (ωB97M-V with the def2-TZVPD basis set) on the molecule C3H8N2O2.

Last columns: bonded neighbours and bond lengths (Å).
Positions of all 15 atoms, in Å:
1 N -0.141 0.515 -1.681  C2 1.447, H8 1.005, H9 1.018
2 C 0.074 -0.291 -0.499  N1 1.447, C3 1.541, C5 1.555, H10 1.099
3 C -1.200 -0.214 0.364  C2 1.541, O4 1.416, H11 1.096, H12 1.099
4 O -2.404 -0.326 -0.374  C3 1.416, H13 0.971
5 C 1.379 0.061 0.271  C2 1.555, N6 1.372, O7 1.206
6 N 1.346 -0.242 1.609  C5 1.372, H14 1.013, H15 1.008
7 O 2.231 0.704 -0.291  C5 1.206
8 H -0.076 1.486 -1.430  N1 1.005
9 H 0.681 0.374 -2.264  N1 1.018
10 H 0.144 -1.370 -0.695  C2 1.099
11 H -1.310 -1.002 1.118  C3 1.096
12 H -1.198 0.713 0.954  C3 1.099
13 H -2.157 -0.257 -1.310  O4 0.971
14 H 2.170 -0.002 2.146  N6 1.013
15 H 0.461 -0.147 2.081  N6 1.008

SMILES: NC(=O)[C@H](N)CO
Energy above the lowest of the compared OMol25 structures with the same formula, charge and spin: 22.3 kcal per mole
Total charge: 0

Respective E_HOMO values: -9.17, -8.12, -9.34, -9.37, -9.32, -10.03 eV.
Respective orbital gap values: 0.360, 0.315, 0.363, 0.366, 0.375, 0.397 hartree.